# 1
Molecular formula: C6H9P3
Method: DFT, wB97M-V/def2-TZVPD

Structure (XYZ):
```
18
Properties=species:S:1:pos:R:3:lowdin_charge:R:1
C 0.842 2.803 0.061 -0.082
C 1.938 2.073 0.177 -0.401
P 1.903 0.385 0.787 0.952
C 0.145 0.063 1.002 -0.815
P -1.110 -0.433 2.004 0.919
C -2.059 -1.309 0.614 -0.674
P -1.301 -2.245 -0.895 0.851
C 0.475 -1.837 -0.671 -0.439
C 0.610 -0.351 -0.275 -0.635
H 0.887 3.797 -0.398 0.047
H -0.275 2.602 0.405 0.098
H 2.813 2.570 0.003 0.017
H -2.431 -2.196 1.205 -0.012
H -2.954 -0.721 0.224 0.038
H -1.607 -1.215 -1.722 -0.099
H 0.897 -1.933 -1.655 0.061
H 0.768 -2.322 0.271 0.075
H 0.459 0.271 -1.138 0.097
```

Results
Total charge: 0
Kohn-Sham gap in eV: 8.47
HOMO level in eV: -8.6

# 2
Molecular formula: C6HIN4
Method: DFT, wB97M-V/def2-TZVPD

Structure (XYZ):
```
12
Properties=species:S:1:pos:R:3:lowdin_charge:R:1
C -0.554 2.134 0.151 -0.188
C -0.247 0.341 1.646 -0.289
C 0.444 -0.570 -1.880 -0.335
C -0.187 -2.119 0.331 -0.179
C -0.453 0.675 0.224 -0.360
C 0.664 0.025 -0.625 -0.614
N -0.454 3.247 -0.075 0.209
N -0.081 0.123 2.753 0.222
N 0.448 -1.175 -2.861 0.237
N -0.777 -3.080 0.466 0.014
I 2.659 0.148 -0.025 1.099
H -1.461 0.252 -0.103 0.183
```

Results
Total charge: 0
Kohn-Sham gap (alpha / beta) in eV: 6.97 / 6.92
HOMO level (alpha / beta) in eV: -11.0 / -10.9

# 3
Molecular formula: C6O2
Method: DFT, wB97M-V/def2-TZVPD

Structure (XYZ):
```
8
Properties=species:S:1:pos:R:3:lowdin_charge:R:1
C -1.203 -0.368 0.072 0.138
C -0.387 -0.435 -1.345 0.055
C -1.064 -0.083 1.391 0.227
C 0.963 -0.556 -1.365 0.377
C -1.327 0.435 -1.075 0.386
C 1.317 0.498 0.789 0.364
O 0.042 0.108 1.861 0.213
O 1.658 0.401 -0.327 0.241
```

Results
Total charge: +2
Kohn-Sham gap (alpha / beta) in eV: 6.26 / 6.38
HOMO level (alpha / beta) in eV: -21.7 / -21.9

# 4
Molecular formula: C70H144F6N5O8P2S2
Method: DFT, wB97M-V/def2-TZVPD

Structure (XYZ):
```
237
Properties=species:S:1:pos:R:3:lowdin_charge:R:1
C -2.706 -2.552 2.513 -0.095
C -2.140 -2.897 3.942 -0.202
C -1.182 -1.745 4.502 -0.235
C -0.622 -2.266 5.858 -0.262
P 0.369 -0.920 6.626 1.098
C -0.465 0.688 6.917 -0.253
C 0.406 1.926 7.175 -0.230
C -0.291 2.993 8.034 -0.262
C -0.531 2.611 9.500 -0.094
C 1.810 -0.624 5.429 -0.223
C 3.192 -0.390 6.152 -0.200
C 4.376 -0.164 5.124 -0.255
C 5.814 -0.069 5.661 -0.094
C 0.972 -1.699 8.269 -0.201
C 1.878 -3.011 8.069 -0.230
C 2.822 -3.177 9.226 -0.282
C 3.918 -2.131 9.363 -0.091
H -1.986 -2.618 1.697 0.026
H -3.103 -1.540 2.601 0.053
H -3.507 -3.156 2.087 0.070
H -1.678 -3.884 3.963 0.102
H -2.970 -3.088 4.622 0.104
H -1.748 -0.829 4.668 0.091
H -0.478 -1.463 3.719 0.074
H 0.000 -3.125 5.608 0.100
H -1.462 -2.625 6.452 0.107
H -1.068 0.530 7.811 0.090
H -1.098 0.806 6.038 0.081
H 0.909 2.385 6.324 0.108
H 1.179 1.601 7.872 0.097
H -1.173 3.441 7.577 0.102
H 0.394 3.835 8.132 0.113
H -1.151 3.432 9.862 0.086
H 0.435 2.494 9.992 0.083
H -1.009 1.661 9.739 0.065
H 1.687 0.223 4.753 0.049
H 1.843 -1.442 4.709 0.084
H 3.546 -1.320 6.597 0.066
H 3.222 0.362 6.940 0.110
H 4.206 0.791 4.627 0.082
H 4.405 -0.874 4.297 0.092
H 6.417 0.551 4.997 0.073
H 6.209 -1.084 5.717 0.072
H 5.910 0.388 6.646 0.078
H 0.145 -1.850 8.963 0.098
H 1.468 -0.872 8.777 0.066
H 2.328 -3.039 7.076 0.089
H 1.327 -3.952 8.090 0.111
H 3.344 -4.130 9.138 0.122
H 2.248 -3.128 10.152 0.118
H 4.309 -2.289 8.358 0.058
H 4.773 -2.321 10.011 0.090
H 3.486 -1.139 9.495 0.067
C -6.252 -3.179 -6.799 -0.092
C -5.552 -1.892 -6.537 -0.277
C -4.034 -1.900 -6.638 -0.219
C -3.389 -3.050 -5.803 -0.262
P -1.542 -3.279 -5.644 1.075
C -1.090 -4.683 -4.521 -0.241
C -0.907 -4.405 -3.033 -0.234
C -2.210 -4.342 -2.203 -0.232
C -2.107 -3.785 -0.788 -0.114
C -0.928 -3.610 -7.373 -0.242
C -1.644 -4.777 -8.170 -0.232
C -1.190 -4.892 -9.631 -0.236
C -0.056 -5.937 -9.914 -0.082
C -0.688 -1.684 -5.115 -0.251
C -1.169 -0.862 -3.933 -0.254
C -1.448 0.536 -4.398 -0.229
C -2.855 1.106 -3.956 -0.068
H -6.057 -3.511 -7.819 0.089
H -7.322 -3.063 -6.626 0.096
H -5.758 -3.908 -6.157 0.064
H -5.680 -1.733 -5.467 0.099
H -6.058 -1.039 -6.989 0.123
H -3.501 -0.977 -6.413 0.097
H -3.758 -2.060 -7.680 0.110
H -3.701 -4.028 -6.169 0.076
H -3.863 -3.005 -4.823 0.086
H -0.068 -4.849 -4.864 0.092
H -1.831 -5.433 -4.795 0.108
H -0.255 -3.538 -2.926 0.091
H -0.319 -5.214 -2.601 0.107
H -2.883 -5.199 -2.184 0.127
H -2.885 -3.615 -2.653 0.082
H -3.107 -3.706 -0.361 0.076
H -1.632 -2.830 -0.563 0.043
H -1.641 -4.510 -0.120 0.078
H 0.124 -3.892 -7.342 0.091
H -0.720 -2.671 -7.887 0.094
H -2.726 -4.666 -8.243 0.092
H -1.613 -5.750 -7.679 0.114
H -1.026 -3.923 -10.103 0.108
H -2.116 -5.159 -10.141 0.107
H 0.548 -5.675 -10.782 0.074
H -0.389 -6.973 -9.983 0.078
H 0.701 -6.015 -9.134 0.058
H -0.758 -1.169 -6.074 0.076
H 0.337 -2.052 -5.063 0.088
H -0.313 -0.958 -3.264 0.067
H -1.936 -1.271 -3.275 0.111
H -1.133 0.786 -5.412 0.106
H -0.705 1.144 -3.882 0.083
H -3.685 0.411 -3.829 0.070
H -3.168 1.888 -4.647 0.069
H -2.790 1.733 -3.067 0.041
C 4.684 -2.901 0.178 -0.015
C 3.526 -3.792 0.470 -0.383
C 2.479 -3.615 -0.748 -0.117
C 2.823 -4.272 -2.042 -0.183
C 3.089 -5.808 -1.847 -0.079
C 4.219 -6.115 -0.750 -0.441
N 4.035 -5.272 0.486 0.170
O 4.874 -5.689 1.547 0.182
C 5.566 -5.951 -1.338 -0.011
C 3.939 -7.593 -0.284 -0.007
C 2.808 -3.414 1.780 0.000
H 5.024 -3.012 -0.851 0.080
H 5.557 -3.108 0.797 0.116
H 4.304 -1.886 0.290 0.086
H 2.249 -2.554 -0.844 0.108
H 1.573 -4.149 -0.460 0.120
H 3.756 -3.826 -2.387 0.097
H 2.115 -4.197 -2.867 0.103
H 3.295 -6.411 -2.731 0.135
H 2.128 -6.162 -1.476 0.112
H 6.372 -6.104 -0.620 0.112
H 5.916 -5.038 -1.818 0.094
H 5.627 -6.650 -2.173 0.121
H 3.053 -7.831 0.305 0.103
H 4.789 -7.969 0.286 0.092
H 4.035 -8.352 -1.060 0.109
H 2.321 -2.438 1.761 0.074
H 3.430 -3.451 2.674 0.096
H 1.966 -4.077 1.978 0.097
C -1.295 4.879 0.285 -0.027
C -0.366 5.401 -0.773 -0.428
C -0.646 4.545 -2.083 -0.121
C -0.218 5.222 -3.403 -0.134
C -0.898 6.646 -3.413 -0.121
C -0.572 7.615 -2.310 -0.419
N -0.617 6.888 -0.953 0.160
O -0.557 7.625 0.274 0.161
C -1.464 8.928 -2.323 0.032
C 0.897 8.078 -2.418 0.017
C 1.118 5.148 -0.486 -0.005
H -0.932 5.295 1.225 0.095
H -1.087 3.819 0.430 0.075
H -2.333 5.013 -0.020 0.103
H -1.721 4.370 -2.070 0.108
H -0.322 3.508 -1.990 0.116
H -0.403 4.683 -4.332 0.118
H 0.866 5.320 -3.452 0.090
H -1.973 6.467 -3.413 0.130
H -0.727 7.076 -4.400 0.141
H -0.929 9.700 -1.770 0.093
H -2.318 8.769 -1.665 0.092
H -1.691 9.259 -3.337 0.112
H 1.045 8.581 -1.462 0.100
H 1.073 8.632 -3.339 0.127
H 1.671 7.311 -2.384 0.076
H 1.867 5.362 -1.249 0.080
H 1.326 4.253 0.101 0.068
H 1.452 5.892 0.237 0.102
C 3.382 -0.009 -1.840 -0.023
C 4.697 0.709 -1.989 -0.361
C 5.728 0.182 -3.044 -0.095
C 5.493 0.559 -4.523 -0.170
C 5.381 2.056 -4.720 -0.105
C 4.131 2.683 -3.875 -0.383
N 4.353 2.173 -2.434 0.171
O 3.564 2.934 -1.560 0.136
C 2.734 2.185 -4.353 0.014
C 4.409 4.189 -3.981 -0.026
C 5.359 0.730 -0.531 0.013
H 3.673 -1.052 -1.710 0.072
H 2.607 0.033 -2.606 0.083
H 2.819 0.082 -0.911 0.074
H 5.675 -0.906 -3.019 0.120
H 6.729 0.348 -2.645 0.132
H 4.753 -0.050 -5.042 0.118
H 6.398 0.328 -5.086 0.129
H 5.240 2.379 -5.751 0.137
H 6.333 2.471 -4.389 0.130
H 2.701 1.096 -4.392 0.068
H 2.534 2.460 -5.389 0.110
H 1.937 2.558 -3.710 0.082
H 5.437 4.551 -3.992 0.103
H 3.870 4.899 -3.354 0.074
H 4.108 4.488 -4.985 0.104
H 5.813 -0.185 -0.149 0.094
H 4.649 1.201 0.149 0.073
H 6.166 1.449 -0.391 0.097
C -3.854 3.863 3.083 -0.010
C -5.292 3.877 3.581 -0.398
C -6.028 5.033 2.835 -0.151
C -6.327 4.705 1.433 -0.168
C -7.207 3.415 1.366 -0.116
C -6.693 2.141 2.004 -0.442
N -5.986 2.459 3.293 0.195
O -5.845 1.423 4.320 0.158
C -5.621 1.432 1.143 0.004
C -7.918 1.228 2.109 -0.011
C -5.373 4.224 5.088 -0.003
H -3.554 2.898 3.492 0.090
H -3.339 4.752 3.448 0.116
H -3.617 3.764 2.024 0.063
H -5.524 5.981 3.023 0.146
H -7.000 5.153 3.314 0.133
H -5.405 4.465 0.903 0.100
H -6.864 5.495 0.907 0.137
H -7.465 3.339 0.309 0.144
H -8.144 3.675 1.858 0.130
H -4.634 1.873 1.003 0.055
H -5.903 1.147 0.129 0.115
H -5.359 0.500 1.642 0.094
H -7.826 0.372 2.776 0.097
H -8.440 0.945 1.194 0.118
H -8.786 1.711 2.559 0.100
H -4.755 3.576 5.710 0.094
H -6.435 4.259 5.330 0.106
H -4.972 5.218 5.285 0.109
C -2.073 0.627 0.371 -0.522
F -2.826 -0.385 -0.254 0.081
F -2.178 1.788 -0.314 0.101
F -2.403 0.874 1.653 0.124
S -0.223 -0.044 0.279 0.714
O -0.064 -1.130 1.216 -0.319
O 0.151 -0.507 -1.098 -0.347
N 0.736 1.393 0.650 -0.288
S 1.366 1.120 2.034 0.536
O 0.336 0.839 3.011 -0.350
O 2.583 0.287 2.200 -0.319
C 1.899 2.884 2.554 -0.606
F 2.482 2.931 3.784 0.132
F 2.854 3.288 1.692 0.102
F 0.832 3.685 2.526 0.127
```

Results
Total charge: +5
Kohn-Sham gap in eV: 4.94
HOMO level in eV: -18.0

Number 1: strongest force on any atom 0.06289 Eh/bohr, calculated total energy -34230.152 eV. Number 2: strongest force on any atom 0.09142 Eh/bohr, calculated total energy -20292.337 eV. Number 3: strongest force on any atom 0.10005 Eh/bohr, calculated total energy -10276.127 eV. Number 4: strongest force on any atom 0.19879 Eh/bohr, calculated total energy -155242.946 eV.